1.
Density functional theory data (wB97M-V/def2-TZVPD) for a structure of composition C4H9NO.

ΔE to the lowest compared entry with this formula, charge and spin, kcal/mol: 197.41
Lowest unoccupied orbital energy, eV: 0.243
Frontier orbital gap, eV: 10.07
Total energy, eV: -7823.759
HOMO energy, eV: -9.822
F_max, eV/A: 10.0
Charge: 0

Atoms and positions in Å:
C 0.678 -0.210 1.805
C 0.693 -0.412 0.062
C 0.201 -1.909 -0.390
C -0.222 0.764 -0.353
H 1.104 0.950 2.066
H 1.254 -1.070 2.287
H -0.528 -0.132 2.307
H 1.775 -0.157 -0.337
H 1.291 -2.513 -0.258
H -0.818 -2.452 0.433
H -0.281 -2.037 -1.736
H -2.022 0.885 -1.778
H -1.766 -0.923 -1.536
N -1.400 0.187 -1.283
O 0.212 2.093 0.099

Here are the Mulliken charges for atoms 1 to 8, given in e: -0.959 0.358 -1.057 0.195 0.300 0.308 0.260 0.304

---

2.
Density functional theory data (wB97M-V/def2-TZVPD) for the ion C30H27N2OS with charge +1.

Lowest unoccupied orbital energy, eV: -2.938
Frontier orbital gap, eV: 7.97
Total energy, eV: -47403.921
HOMO energy, eV: -10.903
F_max, eV/A: 5.2
Charge: +1

Atoms and positions in Å:
C 6.065 -2.483 -3.103
O 5.475 -1.133 -3.109
C 4.201 -0.895 -2.654
C 3.758 0.438 -2.629
C 2.515 0.765 -2.134
C 1.665 -0.210 -1.547
C 0.262 0.186 -1.121
C -0.798 -0.457 -1.856
C -2.114 0.158 -1.888
C -3.208 -0.422 -2.521
C -3.107 -1.654 -3.191
C -1.827 -2.211 -3.310
C -0.702 -1.611 -2.729
C 2.103 -1.557 -1.642
C 3.343 -1.901 -2.160
H 7.102 -2.344 -3.449
H 6.049 -2.901 -2.076
H 5.513 -3.145 -3.800
H 4.474 1.158 -2.979
H 2.245 1.813 -2.179
H 0.169 1.377 -1.271
H -2.232 1.135 -1.371
H -4.205 0.022 -2.388
H -3.991 -2.173 -3.580
H -1.714 -3.170 -3.831
H 0.271 -2.058 -2.969
H 1.440 -2.337 -1.266
H 3.650 -2.928 -2.157
C -4.837 -2.100 0.157
C -3.730 -2.945 0.085
C -2.447 -2.456 0.359
C -2.247 -1.130 0.733
C -0.833 -0.720 1.206
C -1.052 -0.428 2.701
C 0.069 0.404 3.277
N 0.035 1.638 2.507
C 0.320 2.878 3.082
C 0.315 3.865 2.131
C 0.716 5.140 2.512
C 1.138 5.370 3.825
C 1.181 4.354 4.758
C 0.793 3.054 4.395
S 0.007 3.203 0.511
C 0.012 1.527 1.099
N -0.056 0.321 0.457
C -3.372 -0.306 0.904
C -4.662 -0.790 0.607
H -5.837 -2.474 -0.093
H -3.850 -3.981 -0.236
H -1.585 -3.127 0.329
H -0.121 -1.577 1.139
H -2.013 0.107 2.921
H -1.080 -1.416 3.202
H -0.168 0.642 4.315
H 1.057 -0.106 3.262
H 0.732 5.903 1.767
H 1.470 6.356 4.117
H 1.546 4.532 5.775
H 0.915 2.221 5.093
H -3.286 0.704 1.323
H -5.529 -0.122 0.687

Here are the Mulliken charges for atoms 1 to 8, given in e: -0.732 -0.457 0.631 -0.896 -0.627 0.106 0.605 0.050

---

3.
Density functional theory data (wB97M-V/def2-TZVPD) for the molecule C2H4N2S4.

ΔE to the lowest compared entry with this formula, charge and spin, kcal/mol: 40.43
Lowest unoccupied orbital energy, eV: -1.316
Frontier orbital gap, eV: 7.59
Total energy, eV: -48457.442
HOMO energy, eV: -8.908
F_max, eV/A: 5.4
SMILES: S=C(NS)C(=S)NS
Charge: 0

Atoms and positions in Å:
S 1.981 0.228 0.499
C 0.600 -0.646 0.036
N 0.260 -1.870 0.422
S 1.380 -2.737 1.540
C -0.531 0.125 -0.658
S -2.210 -0.262 -0.100
N -0.194 1.321 -1.100
S -1.063 2.669 -1.872
H -0.677 -2.005 0.508
H 1.568 -1.475 2.411
H 0.723 1.729 -0.808
H -1.835 2.924 -0.878

Here are the Mulliken charges for atoms 1 to 8, given in e: -0.373 0.380 -0.268 -0.109 0.288 -0.358 -0.332 -0.074

---

4.
Density functional theory data (wB97M-V/def2-TZVPD) for a structure of composition C15H40CrF14NO19P2S7.

⟨S²⟩: 3.765
ΔE to the lowest compared entry with this formula, charge and spin, kcal/mol: 3.40
Lowest unoccupied orbital energy (alpha / beta), eV: -3.336 / -1.937
Frontier orbital gap (alpha / beta), eV: 7.22 / 8.79
Total energy, eV: -217490.336
Spin multiplicity: 4
HOMO energy (alpha / beta), eV: -10.561 / -10.723
F_max, eV/A: 9.8
Charge: 0

Atoms and positions in Å:
Cr -33.198 -21.419 4.300
P -34.001 -19.405 7.304
F -33.207 -18.207 6.573
F -35.156 -19.326 6.161
F -33.227 -20.391 6.269
F -34.634 -20.724 8.023
F -32.781 -19.384 8.349
F -34.933 -18.482 8.247
P -30.748 -22.135 1.572
F -31.720 -23.126 0.727
F -30.351 -23.396 2.570
F -29.539 -22.558 0.609
F -29.784 -21.022 2.375
F -31.234 -21.061 0.494
F -32.049 -21.623 2.508
N -33.571 -19.693 3.591
S -34.806 -18.831 3.034
O -35.105 -19.122 1.653
O -35.247 -17.575 3.656
F -35.872 -19.844 3.732
S -32.571 -18.336 3.030
O -32.536 -17.057 3.742
O -32.250 -18.397 1.617
F -31.274 -19.087 3.518
O -31.242 -21.339 5.017
S -29.892 -21.072 5.609
O -29.253 -19.854 5.187
O -30.025 -21.109 7.239
C -29.028 -20.511 8.068
C -28.568 -21.474 9.098
C -28.784 -22.489 5.327
H -29.412 -19.725 8.718
H -28.224 -20.125 7.440
H -27.771 -21.085 9.733
H -28.176 -22.328 8.547
H -29.274 -21.958 9.772
H -27.868 -22.055 5.727
H -28.614 -22.637 4.260
H -29.228 -23.369 5.792
O -34.959 -22.142 5.176
S -36.282 -22.651 5.605
O -37.403 -21.784 5.830
O -36.774 -23.713 4.418
C -37.903 -24.541 4.658
C -37.565 -25.813 3.872
C -36.061 -23.845 7.077
H -38.768 -23.980 4.305
H -38.165 -24.793 5.685
H -38.150 -26.667 4.213
H -36.540 -26.131 4.059
H -37.759 -25.655 2.811
H -35.403 -24.654 6.760
H -37.051 -24.171 7.394
H -35.481 -23.257 7.789
O -34.559 -22.124 2.676
S -35.417 -22.759 1.639
O -35.390 -24.180 1.393
O -36.972 -22.230 1.799
C -38.030 -22.754 0.989
C -39.376 -22.570 1.575
C -35.032 -21.904 0.025
H -37.826 -23.751 0.600
H -38.055 -22.176 0.065
H -39.749 -23.447 2.104
H -40.181 -22.506 0.843
H -39.431 -21.756 2.298
H -35.507 -22.366 -0.840
H -33.947 -21.917 -0.081
H -35.457 -20.906 0.133
O -30.876 -23.864 7.829
S -32.256 -23.414 7.954
O -32.969 -22.773 6.854
O -33.230 -24.643 8.502
C -32.604 -25.643 9.338
C -33.540 -26.040 10.464
C -32.458 -22.429 9.516
H -31.653 -25.400 9.813
H -32.443 -26.569 8.786
H -33.641 -25.294 11.252
H -33.207 -26.920 11.014
H -34.495 -26.354 10.043
H -31.740 -21.610 9.468
H -32.219 -23.084 10.354
H -33.444 -21.974 9.604
O -32.771 -23.392 4.250
S -32.287 -24.789 4.377
O -30.905 -25.136 4.801
O -33.331 -25.615 5.383
C -32.973 -26.924 5.791
C -34.295 -27.728 6.083
C -32.681 -25.689 2.808
H -32.378 -26.900 6.705
H -32.453 -27.469 5.003
H -34.957 -27.125 6.703
H -34.128 -28.702 6.543
H -34.785 -27.947 5.134
H -32.562 -26.759 2.982
H -32.028 -25.514 1.953
H -33.745 -25.680 2.569

Here are the Mulliken charges for atoms 1 to 8, given in e: 1.076 1.540 -0.353 -0.348 -0.309 -0.345 -0.347 -0.361

---

5.
Density functional theory data (wB97M-V/def2-TZVPD) for a structure of composition H28O14.

ΔE to the lowest compared entry with this formula, charge and spin, kcal/mol: 184.11
Lowest unoccupied orbital energy, eV: -0.315
Frontier orbital gap, eV: 9.26
Total energy, eV: -29113.668
HOMO energy, eV: -9.572
F_max, eV/A: 12.7
Charge: 0

Atoms and positions in Å:
O -2.428 0.009 0.821
H -2.421 0.679 0.143
H -3.336 -0.111 1.360
O 3.014 1.960 0.535
H 3.776 1.473 -0.047
H 2.287 1.515 0.055
O -0.020 -0.679 2.143
H -0.703 -0.087 1.776
H 0.559 -0.247 2.666
O -0.099 3.804 0.871
H -0.111 3.697 1.867
H 0.589 3.134 0.681
O -1.425 -2.790 0.288
H -0.457 -2.822 0.470
H -1.857 -1.892 0.342
O -0.613 -0.025 -2.911
H -0.342 -0.968 -2.709
H -0.362 -0.087 -3.775
O 3.369 -2.368 -0.831
H 2.370 -2.232 -0.397
H 3.617 -3.113 -0.359
O -3.347 -0.732 -1.852
H -3.963 -0.054 -1.464
H -2.423 -0.297 -2.014
O -2.076 2.228 -0.070
H -2.711 2.680 -0.590
H -1.505 2.935 0.406
O 0.542 2.397 -3.345
H 0.059 1.569 -3.055
H 0.908 2.258 -4.185
O 0.215 0.915 0.201
H 0.388 -0.139 0.356
H -0.639 1.170 -0.267
O 0.962 -3.498 1.905
H 0.838 -2.735 1.442
H 1.621 -3.205 2.491
O 0.583 -2.530 -0.082
H 0.194 -2.628 -0.954
H 0.659 -3.350 0.106
O 1.583 1.099 2.882
H 0.752 1.606 3.010
H 1.957 1.449 2.087

Here are the Mulliken charges for atoms 1 to 8, given in e: -0.649 0.165 0.272 -0.715 0.355 0.302 -0.620 0.293

---

> F_max of number 4 (C15H40CrF14NO19P2S7)?

9.8 eV/A

---

> F_max of number 2 (C30H27N2OS)?

5.2 eV/A

---

> Which formula does entry 1 have?

C4H9NO